Molecular formula: C38H42CoN6
Method: DFT, ωB97M-V/def2-TZVPD

Its spin multiplicity is 1. The value obtained for the HOMO energy (spin up / spin down) is -16.228 / -16.228 eV. The net charge is +3. The LUMO energy (spin up / spin down) is -9.4 / -9.4 eV. The value obtained for the orbital gap (spin up / spin down) is 0.251 / 0.251 hartree.

Last column: Mulliken charge in e.
Positions of all 87 atoms, in Å:
Co: -0.47 -0.05 -0.37  -0.826
C: -2.25 1.97 0.18  -1.311
N: -2.16 0.48 0.35  0.665
C: -3.28 -0.17 -0.39  -1.424
C: -2.77 -1.38 -1.12  0.759
C: -3.62 -2.39 -1.54  -1.128
C: -3.12 -3.40 -2.34  -0.525
C: -1.78 -3.37 -2.71  -1.128
C: -0.99 -2.35 -2.23  0.256
N: -1.46 -1.37 -1.44  0.640
C: -2.15 0.21 1.80  -1.797
C: -0.22 -1.19 2.31  1.368
C: 0.64 -1.88 3.38  -0.721
C: 1.69 -2.76 2.90  -1.358
C: 1.73 -3.14 1.61  -1.826
C: 0.91 -2.45 0.66  0.581
N: 0.07 -1.51 0.94  0.678
C: -1.83 2.26 -1.23  0.830
C: -2.29 3.29 -2.02  -1.135
C: -1.93 3.29 -3.36  -0.641
C: -1.15 2.27 -3.87  -1.218
C: -0.70 1.28 -3.00  -0.106
N: -1.01 1.31 -1.71  1.290
H: -1.60 2.46 0.91  0.364
H: -3.28 2.28 0.37  0.635
H: -3.63 0.54 -1.14  0.442
H: -4.11 -0.37 0.28  0.649
H: -4.66 -2.36 -1.25  0.593
H: -3.77 -4.20 -2.69  0.485
H: -1.35 -4.13 -3.35  0.533
H: 0.06 -2.30 -2.49  0.349
H: -2.54 -0.79 1.98  0.695
H: -2.82 0.92 2.30  0.470
H: 0.82 -1.34 4.31  0.675
H: 2.43 -3.11 3.60  0.540
H: 2.46 -3.84 1.23  0.604
H: 1.07 -2.67 -0.39  0.320
H: -2.95 4.04 -1.61  0.627
H: -2.29 4.08 -4.02  0.486
H: -0.89 2.22 -4.91  0.569
H: -0.09 0.46 -3.35  0.585
C: -1.27 -3.55 2.52  -1.529
C: -0.85 -2.24 3.17  1.154
C: -1.71 -1.85 4.32  -1.147
C: -1.77 -0.70 4.99  -1.183
C: -1.12 0.57 4.75  -1.218
C: -0.63 1.08 3.61  -0.419
C: -0.27 2.55 3.56  -1.854
C: -0.68 0.29 2.32  3.984
N: 0.18 0.83 1.21  0.212
C: 1.46 0.95 1.33  1.772
C: 2.24 0.98 2.60  -2.521
C: 2.20 0.94 0.03  0.915
C: 3.59 1.49 0.02  -2.501
N: 1.57 0.43 -0.96  0.473
C: 2.16 0.66 -2.26  -1.358
C: 2.17 1.97 -2.76  1.964
C: 1.67 3.18 -2.01  -1.888
C: 2.70 2.18 -4.03  -0.741
C: 3.21 1.14 -4.78  -1.138
C: 3.21 -0.15 -4.26  -0.898
C: 2.70 -0.40 -3.00  1.047
C: 2.81 -1.78 -2.41  -1.842
H: -1.72 -4.20 3.27  0.547
H: -0.46 -4.10 2.07  0.261
H: -2.03 -3.36 1.76  0.268
H: -2.32 -2.67 4.69  0.445
H: -2.41 -0.70 5.87  0.494
H: -1.13 1.24 5.60  0.597
H: -1.17 3.16 3.63  0.403
H: 0.24 2.84 2.64  0.178
H: 0.37 2.82 4.40  0.529
H: 1.63 0.89 3.49  0.213
H: 2.83 1.90 2.65  0.621
H: 2.96 0.16 2.56  0.554
H: 4.17 1.04 0.83  0.667
H: 3.58 2.57 0.20  0.387
H: 4.10 1.29 -0.92  0.354
H: 1.04 2.94 -1.15  0.059
H: 1.09 3.82 -2.68  0.563
H: 2.50 3.79 -1.65  0.450
H: 2.71 3.19 -4.43  0.548
H: 3.62 1.33 -5.76  0.481
H: 3.64 -0.96 -4.83  0.548
H: 2.85 -2.54 -3.19  0.531
H: 1.95 -1.97 -1.77  0.114
H: 3.71 -1.89 -1.80  0.364

Molecular formula: C38H43As2CoN6Si
Method: DFT, ωB97M-V/def2-TZVPD

As for the relative energy (zero: lowest compared OMol25 entry of this formula, charge and spin): 11.9 kcal per mole. Its spin multiplicity is 4. The value obtained for the HOMO energy (spin up / spin down) is -10.078 / -10.590 eV. The net charge is +1. The LUMO energy (spin up / spin down) is -2.7 / -3.2 eV. The value obtained for the orbital gap (spin up / spin down) is 0.269 / 0.272 hartree.

Last column: Löwdin spin population.
Positions of all 91 atoms, in Å:
Co: -0.10 -1.36 -0.77  2.535
C: 2.23 0.98 0.85  0.003
C: 1.49 0.54 2.10  0.007
As: -0.03 -0.55 1.51  0.039
C: -1.46 0.74 1.81  0.011
C: -1.66 1.22 3.10  0.002
C: -2.63 2.18 3.35  0.001
C: -3.40 2.67 2.31  0.000
C: -3.21 2.19 1.02  0.000
C: -2.25 1.22 0.78  0.003
C: -0.47 -1.70 3.03  0.006
C: -1.50 -2.61 2.82  0.001
C: -2.02 -3.35 3.87  0.000
C: -1.49 -3.20 5.14  0.000
C: -0.43 -2.33 5.35  0.000
C: 0.08 -1.58 4.30  0.001
As: 1.00 1.95 -0.35  0.005
C: 2.27 2.40 -1.77  0.001
C: 3.33 1.56 -2.10  0.000
C: 4.16 1.84 -3.17  0.000
C: 3.94 2.97 -3.93  0.000
C: 2.88 3.81 -3.63  0.000
C: 2.05 3.52 -2.56  0.000
C: 0.93 3.65 0.62  0.001
C: 2.04 4.32 1.11  0.000
C: 1.88 5.47 1.87  0.000
C: 0.61 5.96 2.15  0.000
C: -0.50 5.32 1.64  0.000
C: -0.34 4.18 0.87  0.000
H: 2.58 0.09 0.32  0.002
H: 3.11 1.60 1.10  0.000
H: 1.11 1.40 2.67  0.001
H: 2.14 -0.04 2.76  0.000
H: -1.06 0.84 3.91  0.000
H: -2.79 2.53 4.35  0.000
H: -4.13 3.44 2.50  0.000
H: -3.81 2.58 0.21  0.000
H: -2.10 0.84 -0.23  0.002
H: -1.89 -2.73 1.81  0.000
H: -2.84 -4.03 3.71  0.000
H: -1.90 -3.76 5.97  0.000
H: -0.01 -2.23 6.34  0.000
H: 0.91 -0.91 4.48  0.000
H: 3.50 0.66 -1.51  0.000
H: 4.98 1.17 -3.39  0.000
H: 4.60 3.20 -4.76  0.000
H: 2.71 4.70 -4.23  0.000
H: 1.21 4.18 -2.33  0.000
H: 3.03 3.95 0.90  0.000
H: 2.75 5.99 2.25  0.000
H: 0.50 6.83 2.77  0.000
H: -1.49 5.70 1.83  0.000
H: -1.21 3.67 0.46  0.000
N: -1.93 -1.73 -1.03  0.047
C: -3.03 -1.92 -1.35  0.021
C: -4.36 -2.19 -1.66  0.000
C: -5.15 -2.83 -0.68  0.004
C: -6.46 -3.14 -0.96  -0.001
C: -7.00 -2.83 -2.21  0.005
C: -6.23 -2.19 -3.16  0.000
C: -4.91 -1.86 -2.90  0.004
H: -4.72 -3.06 0.28  0.000
H: -7.06 -3.63 -0.21  0.000
H: -8.03 -3.09 -2.42  0.000
H: -6.65 -1.96 -4.13  0.000
H: -4.31 -1.37 -3.65  0.000
C: 2.63 -2.94 1.69  0.001
Si: 2.76 -3.21 -0.20  0.029
C: 3.28 -5.04 -0.45  0.011
C: 4.10 -2.05 -0.91  0.000
C: 1.07 -3.01 -1.04  0.157
H: 3.24 -3.65 2.23  0.000
H: 1.60 -3.05 2.04  0.000
H: 2.96 -1.94 1.98  0.000
H: 4.19 -5.26 0.09  0.002
H: 3.44 -5.26 -1.50  0.000
H: 2.51 -5.71 -0.07  0.000
H: 5.03 -2.59 -1.08  0.000
H: 4.34 -1.23 -0.24  0.000
H: 3.80 -1.63 -1.86  0.000
H: 0.39 -3.80 -0.70  0.017
H: 1.17 -3.09 -2.13  0.018
N: 1.75 0.19 -5.42  0.000
N: 0.96 0.26 -4.34  0.002
N: -0.14 0.97 -4.32  0.002
C: -0.64 0.69 -3.13  0.005
N: 0.16 -0.16 -2.47  0.043
N: 1.17 -0.42 -3.26  0.007
H: 1.58 0.94 -6.08  0.000
H: 2.72 0.02 -5.21  0.000
H: -1.54 1.11 -2.75  0.000

Molecular formula: C38H43AsBCl2MoN8S2
Method: DFT, ωB97M-V/def2-TZVPD

Its spin multiplicity is 3. The value obtained for the HOMO energy (spin up / spin down) is -14.533 / -14.531 eV. The net charge is +3. The LUMO energy (spin up / spin down) is -9.9 / -9.7 eV. The value obtained for the orbital gap (spin up / spin down) is 0.172 / 0.176 hartree.

Last column: Löwdin spin population.
Positions of all 96 atoms, in Å:
Mo: -0.24 -0.60 0.90  1.741
C: 0.75 5.09 -0.86  0.000
C: 0.12 3.93 -1.55  -0.001
C: -0.38 3.91 -2.82  0.000
C: -0.89 2.61 -3.02  0.000
N: -0.69 1.89 -1.92  0.008
N: -0.07 2.68 -1.01  -0.002
B: 0.20 1.95 0.25  -0.005
N: 1.61 1.49 0.68  0.004
N: 1.61 0.14 0.85  0.007
C: 2.87 -0.24 1.19  0.010
C: 3.66 0.91 1.27  0.004
C: 2.83 1.98 0.96  0.009
C: 3.22 3.41 0.97  0.002
C: 3.26 -1.63 1.33  -0.001
C: 4.32 -2.02 2.15  0.001
C: 4.72 -3.35 2.18  -0.001
C: 4.07 -4.29 1.41  0.001
C: 3.02 -3.92 0.59  0.000
C: 2.62 -2.59 0.55  0.004
N: -0.66 2.19 1.50  0.003
N: -1.06 0.95 1.87  0.006
C: -2.15 1.05 2.65  0.011
C: -2.39 2.41 2.88  0.010
C: -1.44 3.10 2.14  0.016
C: -1.26 4.57 2.05  0.003
C: -2.91 -0.17 2.84  0.001
C: -2.68 -1.18 1.90  -0.001
C: -3.36 -2.38 1.96  0.005
C: -4.30 -2.58 2.97  -0.001
C: -4.55 -1.57 3.89  0.005
C: -3.86 -0.37 3.84  0.002
C: -1.55 2.07 -4.19  0.000
C: -2.15 0.81 -4.13  0.000
C: -2.80 0.28 -5.23  0.000
C: -2.85 1.01 -6.41  0.000
C: -2.24 2.26 -6.49  0.000
C: -1.60 2.79 -5.39  0.000
H: 0.24 6.00 -1.16  0.000
H: 1.79 5.18 -1.17  0.000
H: 0.70 4.99 0.21  0.000
H: -0.37 4.72 -3.52  0.000
H: -0.31 0.72 -0.16  0.018
H: 4.70 0.96 1.48  0.000
H: 3.92 3.58 1.79  0.000
H: 2.37 4.06 1.08  0.000
H: 3.74 3.67 0.05  0.001
H: 4.82 -1.29 2.78  0.000
H: 5.56 -3.64 2.80  0.000
H: 4.40 -5.32 1.42  0.000
H: 2.52 -4.64 -0.03  0.000
H: 1.86 -2.27 -0.14  0.001
H: -3.17 2.85 3.47  0.000
H: -1.89 5.06 2.79  0.000
H: -1.54 4.95 1.07  0.001
H: -0.23 4.85 2.25  0.001
H: -2.06 -0.93 0.99  0.010
H: -3.20 -3.15 1.21  0.001
H: -4.84 -3.51 3.02  0.000
H: -5.30 -1.73 4.65  0.000
H: -4.06 0.41 4.56  0.000
H: -2.10 0.27 -3.19  0.000
H: -3.26 -0.69 -5.18  0.000
H: -3.37 0.61 -7.26  0.000
H: -2.28 2.82 -7.41  0.000
H: -1.14 3.77 -5.46  0.000
S: 0.21 -2.35 2.71  0.043
C: 1.05 -1.44 3.84  0.008
N: 1.54 -2.05 4.96  0.008
C: 2.19 -1.36 5.91  0.001
C: 2.41 -0.01 5.72  0.008
C: 1.92 0.56 4.54  0.000
N: 1.24 -0.12 3.64  0.011
H: 1.39 -3.05 5.06  0.000
H: 2.53 -1.89 6.79  0.000
H: 2.92 0.58 6.46  0.000
H: 2.08 1.61 4.32  0.000
Cl: 2.41 -2.91 -2.81  0.000
C: 2.75 -1.21 -3.09  0.001
Cl: 1.48 -0.22 -2.31  0.004
H: 2.74 -1.01 -4.16  0.000
H: 3.71 -0.95 -2.65  0.000
C: -3.29 -2.46 -2.61  0.001
As: -1.38 -2.80 -2.63  0.025
C: -1.17 -4.71 -2.71  -0.002
C: -0.58 -2.12 -4.28  0.011
S: -0.68 -2.45 -0.57  0.004
H: -3.73 -2.80 -3.54  0.000
H: -3.51 -1.40 -2.47  0.000
H: -3.73 -3.03 -1.78  0.000
H: -1.67 -5.09 -3.61  0.000
H: -1.62 -5.18 -1.83  0.000
H: -0.12 -4.98 -2.76  0.000
H: -1.25 -2.46 -5.08  0.002
H: 0.39 -2.58 -4.42  0.000
H: -0.52 -1.03 -4.30  0.000

How do the records compare in electronic energy? In the order shown, they have -86630.713 -216218.958 -162088.624 eV.